Molecular formula: C19H25N3O4S
Method: DFT, ωB97M-V/def2-TZVPD

The geometry in XYZ format:
```
52
Properties=species:S:1:pos:R:3
C 2.954 -3.457 3.334
O 3.279 -2.143 3.717
C 2.829 -1.762 4.987
C 1.296 -1.539 5.100
N 0.681 -1.113 3.870
C 1.012 0.021 3.157
C 2.076 0.969 3.576
C 0.208 0.087 2.062
C -0.664 -1.039 2.087
C -1.674 -1.429 1.171
C -2.140 -0.859 0.030
S -3.428 -1.701 -0.855
C -3.454 -0.486 -2.142
O -4.178 -0.502 -3.098
N -2.556 0.493 -1.825
C -2.247 1.522 -2.785
C -1.144 1.008 -3.722
O -0.689 -0.113 -3.620
N -0.733 1.885 -4.650
C -1.177 3.255 -4.812
C -0.458 3.729 -6.076
C 0.828 2.904 -6.069
C 0.342 1.548 -5.571
C -1.783 0.364 -0.675
O -0.983 1.220 -0.364
C -0.334 -1.761 3.242
C -0.968 -2.989 3.798
H 3.246 -4.177 4.108
H 3.517 -3.655 2.424
H 1.887 -3.569 3.118
H 3.119 -2.509 5.743
H 3.360 -0.834 5.204
H 1.121 -0.790 5.881
H 0.817 -2.467 5.412
H 1.977 1.882 2.994
H 3.064 0.549 3.387
H 1.995 1.218 4.634
H 0.219 0.845 1.309
H -2.171 -2.360 1.420
H -3.152 1.753 -3.352
H -1.897 2.400 -2.237
H -2.264 3.309 -4.912
H -0.878 3.856 -3.944
H -0.276 4.801 -6.067
H -1.051 3.482 -6.957
H 1.295 2.843 -7.049
H 1.543 3.330 -5.364
H 1.103 0.967 -5.049
H -0.053 0.939 -6.392
H -0.249 -3.802 3.914
H -1.417 -2.788 4.772
H -1.754 -3.336 3.135
```

ΔE to the lowest compared entry with this formula, charge and spin: 44.0 kcal/mol
total energy: -1602.4553 Eh
strongest force on any atom: 1.04 eV/Å
SMILES: COCCn1c(C)cc(/C=C2/SC(=O)N(CC(=O)N3CCCC3)C2=O)c1C

***

Molecular formula: C10H25FIN9O5
Method: DFT, ωB97M-V/def2-TZVPD

The geometry in XYZ format:
```
51
Properties=species:S:1:pos:R:3
C -3.463 -0.195 0.309
C -2.643 -0.181 -0.956
F -3.024 -1.300 -1.685
C -2.816 1.029 -1.889
I -3.379 2.910 -0.983
C -1.454 1.338 -2.594
N -1.728 1.296 -4.042
C -3.059 1.705 -4.154
O -3.524 2.495 -4.882
C -3.761 0.836 -3.091
H -3.030 -0.943 0.967
H -4.467 -0.540 0.107
H -3.453 0.740 0.850
H -1.600 -0.314 -0.707
H -0.574 0.827 -2.229
H -1.207 2.379 -2.415
H -1.171 1.969 -4.560
H -4.754 1.187 -2.862
H -3.694 -0.146 -3.524
N -1.705 -4.258 1.695
C -2.379 -3.482 2.594
N -2.273 -3.874 3.899
O -3.027 -2.510 2.254
H -1.164 -5.062 1.949
H -1.764 -3.994 0.728
H -2.756 -3.322 4.583
H -1.744 -4.670 4.200
N -0.638 2.686 1.327
C 0.315 1.708 1.286
N 1.474 1.991 1.946
O 0.147 0.655 0.684
H -0.511 3.562 1.796
H -1.507 2.513 0.840
H 2.207 1.297 1.934
H 1.630 2.850 2.437
N 3.086 -1.143 -3.043
C 2.396 -0.329 -2.186
N 2.398 -0.717 -0.877
O 1.813 0.671 -2.561
H 3.570 -1.971 -2.754
H 3.097 -0.883 -4.011
H 1.883 -0.146 -0.225
H 2.866 -1.537 -0.541
N 5.812 1.724 2.214
C 5.157 0.583 2.574
N 5.956 -0.483 2.862
O 3.940 0.518 2.634
H 6.810 1.798 2.158
H 5.251 2.526 1.993
H 5.502 -1.337 3.131
H 6.957 -0.455 2.820
```

total energy: -1662.7675 Eh
strongest force on any atom: 3.65 eV/Å
SMILES: C[C@@H](F)[C@@]1(I)CNC(=O)C1.NC(N)=O.NC(N)=O.NC(N)=O.NC(N)=O

***

Molecular formula: C5H12NO
Method: DFT, ωB97M-V/def2-TZVPD

The geometry in XYZ format:
```
19
Properties=species:S:1:pos:R:3
O 3.079 0.584 0.891
C 2.131 -0.114 0.648
C 0.972 0.258 -0.311
C -0.335 0.414 0.494
C -1.277 1.459 -0.159
C -1.218 -0.851 0.795
N 0.747 -0.858 -1.339
H 1.966 -1.110 1.109
H 1.119 1.154 -0.909
H -0.112 0.730 1.519
H -2.119 1.519 0.550
H -1.709 1.149 -1.106
H -0.880 2.470 -0.051
H -0.525 -1.609 1.164
H -1.762 -1.174 -0.088
H -1.993 -0.547 1.495
H 1.347 -0.898 -2.184
H 0.813 -1.781 -0.835
H -0.246 -0.794 -1.683
```

ΔE to the lowest compared entry with this formula, charge and spin: 42.3 kcal/mol
⟨S²⟩: 0.753
total energy: -327.5596 Eh
strongest force on any atom: 2.45 eV/Å
multiplicity: 2

***

Molecular formula: C18H37FINO
Method: DFT, ωB97M-V/def2-TZVPD

The geometry in XYZ format:
```
59
Properties=species:S:1:pos:R:3
C 1.295 0.561 -3.247
C -0.056 1.198 -2.704
F 0.046 2.623 -2.961
C -1.391 0.666 -3.396
I -1.470 -1.348 -4.221
C -2.565 0.662 -2.268
N -3.703 1.477 -2.818
C -3.632 1.269 -4.267
O -4.499 0.956 -5.089
C -2.064 1.582 -4.539
H 2.101 0.802 -2.464
H 1.650 1.090 -4.200
H 1.285 -0.566 -3.352
H -0.099 1.072 -1.580
H -2.273 0.800 -1.183
H -3.044 -0.384 -2.256
H -4.622 1.088 -2.554
H -1.733 1.212 -5.554
H -2.023 2.709 -4.346
C -2.792 0.796 5.691
C -3.327 1.947 4.848
C -4.421 1.521 3.868
C -3.988 0.505 2.806
C -2.815 0.939 1.927
C -3.113 2.179 1.094
H -2.315 0.031 5.074
H -2.044 1.164 6.398
H -3.595 0.327 6.265
H -2.501 2.428 4.316
H -3.742 2.705 5.520
H -4.818 2.414 3.375
H -5.257 1.094 4.432
H -4.851 0.288 2.166
H -3.731 -0.442 3.292
H -2.569 0.115 1.249
H -1.923 1.112 2.537
H -3.977 2.015 0.445
H -2.256 2.418 0.458
H -3.310 3.050 1.721
C 7.112 -2.567 0.037
C 6.093 -2.158 -1.019
C 5.083 -1.126 -0.517
C 4.193 -1.589 0.641
C 3.370 -2.849 0.368
C 2.370 -2.680 -0.768
H 6.636 -3.052 0.892
H 7.829 -3.274 -0.387
H 7.669 -1.698 0.398
H 5.578 -3.046 -1.396
H 6.629 -1.730 -1.872
H 4.453 -0.814 -1.357
H 5.623 -0.227 -0.198
H 3.514 -0.770 0.902
H 4.812 -1.759 1.529
H 2.821 -3.106 1.279
H 4.027 -3.697 0.156
H 1.676 -1.861 -0.558
H 1.784 -3.594 -0.891
H 2.868 -2.476 -1.719
```

total energy: -1235.5466 Eh
strongest force on any atom: 3.54 eV/Å
SMILES: C[C@@H](F)[C@@]1(I)CNC(=O)C1.CCCCCC.CCCCCC

***

Molecular formula: C14H13P
Method: DFT, ωB97M-V/def2-TZVPD

The geometry in XYZ format:
```
28
Properties=species:S:1:pos:R:3
C -2.615 1.442 0.375
C -1.960 1.397 1.593
C -2.567 0.329 -0.502
C -1.308 0.257 2.059
C -1.670 -0.654 -0.244
C -1.069 -0.702 1.104
C -1.230 -1.786 -0.954
C 2.014 -0.738 1.131
C 2.296 -2.258 1.522
C -0.612 -2.639 -0.111
C 2.166 -0.421 -0.240
C 1.060 -1.972 1.466
C -0.350 -2.070 1.236
C 2.367 1.396 -2.496
P 2.238 1.221 -0.646
H -3.341 2.269 0.321
H -2.254 2.279 2.187
H -3.203 0.418 -1.387
H -0.653 0.288 2.922
H -1.215 -1.852 -2.025
H 2.171 -0.088 1.936
H 3.154 -2.967 1.613
H 0.062 -3.440 -0.429
H 2.115 -1.255 -0.919
H -0.869 -2.636 2.042
H 1.460 1.825 -2.939
H 2.874 0.540 -2.899
H 3.080 2.233 -2.689
```

ΔE to the lowest compared entry with this formula, charge and spin: 25.4 kcal/mol
⟨S²⟩: 2.011
total energy: -882.3483 Eh
strongest force on any atom: 4.95 eV/Å
multiplicity: 3

***

Molecular formula: C6H18CaFN4
Method: DFT, ωB97M-V/def2-TZVPD

The geometry in XYZ format:
```
30
Properties=species:S:1:pos:R:3
Ca -0.004 -1.240 -1.019
N -1.639 -1.922 0.515
C -1.611 -0.990 1.642
C -0.225 -0.366 1.769
N 0.244 0.277 0.539
C 1.679 0.550 0.639
C 2.351 0.749 -0.719
N 2.119 -0.433 -1.542
C -0.529 1.468 0.189
C -1.621 1.186 -0.850
N -1.072 0.510 -2.026
H -2.580 -2.289 0.390
H -1.049 -2.721 0.757
H -1.822 -1.497 2.594
H -2.374 -0.219 1.505
H 0.472 -1.181 1.982
H -0.221 0.346 2.608
H 2.147 -0.329 1.093
H 1.872 1.420 1.285
H 3.421 0.925 -0.529
H 1.961 1.629 -1.246
H 2.543 -1.239 -1.077
H 2.593 -0.331 -2.435
H 0.147 2.216 -0.236
H -0.994 1.911 1.082
H -2.085 2.149 -1.107
H -2.395 0.544 -0.429
H -0.472 1.161 -2.528
H -1.834 0.289 -2.660
F 0.975 -2.571 -0.189
```

total energy: -1235.8155 Eh
strongest force on any atom: 4.34 eV/Å
total charge: +1

***

Molecular formula: C20H25N3O5
Method: DFT, ωB97M-V/def2-TZVPD

The geometry in XYZ format:
```
53
Properties=species:S:1:pos:R:3
C 7.620 1.027 0.559
O 6.340 1.227 0.015
C 5.386 0.257 0.198
C 5.637 -0.936 0.863
C 4.656 -1.904 0.986
C 3.407 -1.689 0.445
C 3.122 -0.497 -0.204
C 1.748 -0.267 -0.780
N 0.711 -0.757 0.100
C -0.180 -1.692 -0.273
O -0.159 -2.232 -1.364
C -1.208 -2.032 0.800
C -2.432 -1.076 0.815
C -1.956 0.328 0.453
O -1.317 1.007 1.241
N -2.213 0.752 -0.794
C -3.024 0.089 -1.792
C -3.231 -1.385 -1.421
N -3.499 -1.592 -0.016
C -4.841 -1.268 0.437
C -5.220 0.185 0.449
C -6.117 0.830 -0.448
C -6.149 2.138 -0.079
O -5.342 2.350 0.972
C -4.786 1.169 1.290
C 4.102 0.492 -0.331
O 3.720 1.613 -1.017
C 4.350 2.852 -0.770
H 8.113 0.152 0.123
H 8.186 1.922 0.302
H 7.586 0.923 1.648
H 6.613 -1.128 1.279
H 4.881 -2.827 1.498
H 2.637 -2.442 0.520
H 1.607 0.800 -0.973
H 1.640 -0.814 -1.723
H 0.590 -0.273 0.978
H -0.721 -1.994 1.775
H -1.579 -3.041 0.619
H -2.801 -1.038 1.845
H -1.887 1.684 -1.013
H -3.988 0.607 -1.874
H -2.515 0.156 -2.759
H -2.327 -1.947 -1.667
H -4.057 -1.794 -2.004
H -5.535 -1.807 -0.214
H -4.941 -1.676 1.448
H -6.663 0.370 -1.247
H -6.686 2.981 -0.468
H -4.107 1.161 2.119
H 5.327 2.914 -1.252
H 3.685 3.601 -1.200
H 4.463 3.040 0.300
```

ΔE to the lowest compared entry with this formula, charge and spin: 92.2 kcal/mol
total energy: -1317.5637 Eh
strongest force on any atom: 0.90 eV/Å
SMILES: COc1cccc(CNC(=O)C[C@H]2C(=O)NCCN2Cc2ccoc2)c1OC

***

Molecular formula: C4H7ClN2
Method: DFT, ωB97M-V/def2-TZVPD

The geometry in XYZ format:
```
14
Properties=species:S:1:pos:R:3
Cl -3.291 0.180 0.183
N -1.608 0.022 0.484
C -0.831 0.726 -0.477
C 0.536 1.145 -0.040
C 1.128 -0.228 0.551
C 0.354 -1.329 -0.106
N -0.968 -0.844 -0.507
H -1.206 1.387 -1.192
H 0.582 1.909 0.669
H 1.190 1.439 -0.906
H 2.149 -0.404 0.298
H 1.045 -0.281 1.661
H 0.711 -1.428 -1.132
H 0.207 -2.294 0.514
```

ΔE to the lowest compared entry with this formula, charge and spin: 91.3 kcal/mol
total energy: -726.1950 Eh
strongest force on any atom: 3.73 eV/Å
SMILES: ClN1[C@H]2CCCN21